{
  "formula": "C16H43BeBrF2KN3NaO3S2",
  "method": "the ωB97M-V functional and the def2-TZVPD basis",
  "species": ["N", "C", "C", "C", "C", "C", "C", "C", "N", "C", "S", "C", "S", "O", "H", "H", "H", "H", "H", "H", "H", "H", "H", "H", "H", "H", "H", "H", "H", "H", "H", "H", "H", "H", "H", "O", "H", "C", "O", "H", "H", "H", "Be", "F", "C", "C", "C", "C", "C", "C", "H", "H", "H", "H", "H", "H", "H", "H", "H", "H", "H", "H", "H", "H", "N", "H", "H", "H", "H", "Br", "Na", "F", "K"],
  "xyz": [[-3.0408, -0.7222, 1.7491], [-1.9762, -0.1246, 2.4169], [-2.2338, 1.2718, 2.9245], [-1.1300, 1.7453, 3.9244], [0.3003, 1.5310, 3.3660], [1.1797, 0.7254, 4.2897], [2.1826, -0.2496, 3.6952], [1.5328, -1.3137, 2.8123], [2.3273, -1.6092, 1.6115], [2.5243, -0.3835, 0.8545], [3.3633, -0.8319, -0.7426], [3.2696, 0.7001, 1.7580], [5.0428, 0.8405, 1.2860], [3.3455, 0.3400, 3.0950], [-2.9717, -1.6966, 1.8965], [-3.9345, -0.3843, 2.0609], [-1.6377, -0.8329, 3.4004], [-1.1446, -0.1318, 1.7354], [-2.3006, 1.9363, 2.0094], [-3.1765, 1.2853, 3.4320], [-1.2570, 2.8700, 4.0412], [-1.2840, 1.3671, 4.8908], [0.7750, 2.4958, 3.2338], [0.3045, 1.1003, 2.3882], [0.5112, 0.0823, 4.8205], [1.6520, 1.3267, 5.0388], [2.5412, -0.7703, 4.5624], [0.5203, -1.0512, 2.6134], [1.4717, -2.3615, 3.3988], [1.7757, -2.2328, 1.0406], [3.2306, -2.0111, 1.8298], [1.5532, -0.0633, 0.5534], [3.0003, 0.1889, -1.5337], [2.8225, 1.6605, 1.6011], [5.0953, 2.0792, 0.7790], [-0.9620, -2.7548, 2.9804], [-1.2554, -3.0217, 2.0732], [-3.3816, 3.7918, 0.4693], [-3.4557, 3.9236, 1.8098], [-3.7572, 2.8338, 0.0333], [-3.9353, 4.5506, -0.1519], [-2.3513, 3.8495, 0.0177], [-2.3983, 6.1162, 0.6958], [-3.4832, -2.1626, 0.0820], [-0.1709, -0.3040, -6.2994], [0.0537, -0.9232, -4.9224], [-1.1893, -0.9207, -4.0476], [-1.6917, 0.4727, -3.7365], [-0.6647, 1.3703, -3.0642], [-0.2116, 0.8570, -1.7004], [-0.4394, 0.7470, -6.2247], [0.7383, -0.3674, -6.9011], [-0.9624, -0.8268, -6.8363], [0.8781, -0.4056, -4.4162], [0.3809, -1.9642, -5.0601], [-0.9797, -1.4619, -3.1195], [-1.9847, -1.4842, -4.5412], [-2.5739, 0.3891, -3.0994], [-2.0338, 0.9541, -4.6555], [-1.1032, 2.3498, -2.9363], [0.2072, 1.5095, -3.7138], [-1.0627, 0.7445, -1.0279], [0.4914, 1.5636, -1.2436], [0.2945, -0.1119, -1.7796], [2.0448, -4.3645, -4.5173], [1.0349, -4.3186, -4.7391], [2.5944, -4.3214, -5.3915], [2.3021, -3.5665, -3.9053], [2.2507, -5.2569, -4.0243], [1.4569, -3.9395, 4.0974], [-1.8978, 3.9196, 3.1261], [-1.0079, -0.5420, 4.4351], [3.9916, -3.6999, -4.5982]],
  "atomic_forces_ev_per_a": [[1.0748, 0.1481, 3.1713], [-2.2370, 2.5991, -3.9037], [1.0496, 0.1525, -0.2534], [-0.0439, 2.5751, -2.1374], [0.2094, 0.7832, 0.8779], [0.3746, -0.4278, -0.2880], [-0.4489, -0.0079, 0.1524], [0.3133, -0.0408, 1.9481], [-0.4129, 0.7045, -0.1620], [1.0905, 1.1351, -0.9184], [-0.1092, -0.4624, 0.0985], [1.0294, -0.6532, -0.6840], [0.2172, 0.0960, 0.2720], [-0.0746, -0.4220, -0.0857], [-0.2801, -1.5072, -1.3276], [-0.7472, 0.1097, -0.3388], [1.9002, -1.5668, 3.0604], [1.1260, -0.8386, 0.4752], [-0.0708, -0.5228, 0.9523], [-0.7442, 0.1882, 0.1500], [1.2182, -3.1798, 1.5673], [-0.0641, -0.5237, 0.9699], [0.1036, 0.4434, -0.1865], [-0.3235, -0.3898, -0.7554], [0.0670, -0.3390, 0.5404], [0.5570, 0.5570, 0.2847], [0.7847, -0.2657, 0.3931], [-0.5420, -0.1864, -0.9120], [-0.0149, 2.5161, -1.1245], [-0.0193, -0.7858, -0.1064], [0.2018, -0.5848, 0.4350], [-0.7405, 0.4692, 0.0290], [-0.2283, 0.1192, 0.3716], [-0.5463, 0.5744, -0.1620], [-0.3462, 0.0140, 0.0398], [-0.4400, 0.6727, -1.2585], [0.2752, -0.1759, 0.8401], [-0.1530, -0.5189, -1.5103], [0.1318, 0.3474, -0.1193], [-0.1014, 0.0504, 0.4188], [-0.0079, -0.0244, 0.4078], [0.0533, 0.0293, 0.1946], [0.0630, -0.0362, 0.3463], [0.3059, 0.4187, 0.0916], [0.3079, -0.1634, 0.0002], [0.0590, 0.0716, -0.2119], [0.0545, -0.3928, 0.1328], [-0.2453, 0.2205, 0.0183], [0.1668, -0.1369, 0.1078], [0.2331, 0.0719, 0.0206], [-0.0332, 0.0281, 0.0053], [-0.0330, 0.0540, -0.0650], [-0.0700, 0.0397, 0.0100], [-0.0326, -0.0567, 0.0027], [0.0754, -0.1877, -0.0409], [-0.0612, 0.0483, 0.0421], [0.0020, -0.0139, -0.0540], [-0.0109, -0.0016, 0.0592], [-0.0179, -0.0050, -0.0028], [-0.1058, 0.3522, 0.0382], [-0.0531, 0.0421, 0.0235], [-0.0470, -0.0753, 0.0210], [-0.0574, -0.0292, -0.0013], [-0.0713, 0.0109, 0.0342], [-4.9467, -1.4128, -0.1897], [0.0899, -0.1138, 0.2021], [-3.0700, -1.2078, -1.3006], [-2.4951, 0.1345, 0.8616], [-0.2827, -0.2557, 0.1144], [-0.1086, -2.1229, 0.6014], [-1.2642, 2.6930, -1.5976], [-1.9420, -1.8024, -1.1755], [10.5090, 2.9678, 0.4892]],
  "charge": 1,
  "multiplicity": 1,
  "homo_ev": -8.3,
  "total_energy_ha": -5371.4469,
  "molar_mass_g_mol": 578.67
}